P) # C3H8N5

A gas-phase ion, C3H8N5 (charge +1) (ωB97M-V/def2-TZVPD, OMol25).

Geometry as ORCA input:
```
! RIJCOSX wB97M-V def2-TZVPD def2/J DEFGRID3
* xyz 1 1
C -2.40 1.07 0.56
C -1.57 -1.20 0.19
C -0.34 -0.85 -0.79
N -2.12 -0.04 0.56
N 2.44 1.92 0.68
N 1.18 1.94 0.35
N 0.39 1.06 0.01
N 0.78 -0.21 -0.17
H -2.57 2.13 0.80
H -2.14 -2.05 -0.14
H -1.02 -1.47 1.13
H -0.14 -1.90 -1.17
H -0.75 -0.05 -1.45
H 2.93 2.79 0.64
H 2.73 1.07 1.10
H 1.65 -0.39 -0.58
*
```

Summary:
* LUMO level: -0.15497 Eh
* SMILES: C#[N+]CCN/N=N\N
* frontier orbital gap: 7.800 eV

---

Q) # C3H8N5

2 unconnected molecules or ions with the total composition C3H8N5 (ωB97M-V/def2-TZVPD, OMol25).

Geometry as ORCA input:
```
! RIJCOSX wB97M-V def2-TZVPD def2/J DEFGRID3
* xyz 1 1
C 2.04 -0.79 -0.24
C -2.12 0.57 0.77
C -0.96 0.30 -1.32
N 0.06 -0.12 0.92
N 2.16 0.49 -0.39
N 2.18 1.54 -0.82
N 2.39 -1.49 0.77
N -0.85 0.23 0.26
H -2.68 -0.35 0.72
H -1.99 0.90 1.72
H -2.69 1.20 0.20
H -0.14 1.07 -1.66
H -0.91 -0.63 -1.82
H -1.93 0.72 -1.31
H 2.36 -2.51 0.73
H 3.08 -1.14 1.47
*
```

Summary:
* LUMO level (alpha / beta): -0.21691 / -0.21963 Eh
* frontier orbital gap (alpha / beta): 6.897 / 6.677 eV

---

P) wins, 0.0403 hartree ahead of the next structure.

---

P) # CH6ClP3

CH6ClP3 in the gas phase (ωB97M-V/def2-TZVPD, OMol25).

Geometry as ORCA input:
```
! RIJCOSX wB97M-V def2-TZVPD def2/J DEFGRID3
* xyz 0 1
C -0.21 0.32 -0.11
P 0.59 -0.06 -1.71
P -1.55 -0.83 0.53
P 1.01 0.56 1.11
Cl 1.96 -0.71 2.25
H 0.48 1.32 -2.06
H -0.45 -0.41 -2.46
H -2.54 -0.55 -0.41
H -1.23 -2.06 0.11
H 1.85 1.56 0.62
H 0.08 0.85 2.13
*
```

Summary:
* LUMO level: 0.01726 Eh
* SMILES: PC(P)=[PH2]Cl
* frontier orbital gap: 8.409 eV

---

Q) # CH6ClP3

CH6ClP3 in the gas phase (ωB97M-V/def2-TZVPD, OMol25).

Geometry as ORCA input:
```
! RIJCOSX wB97M-V def2-TZVPD def2/J DEFGRID3
* xyz 0 1
C -0.36 -0.14 0.02
P -0.48 1.70 0.59
P -0.97 -0.47 -1.70
P 1.24 -0.87 0.23
Cl 3.34 -0.97 -0.12
H -0.42 1.47 2.05
H -1.80 1.59 0.43
H -2.24 -0.22 -1.29
H -0.85 0.81 -2.26
H 1.57 -0.74 1.64
H 0.96 -2.17 0.42
*
```

Summary:
* LUMO level: -0.02069 Eh
* SMILES: PC(P)=[PH2]Cl
* frontier orbital gap: 8.034 eV

---

P) wins, 0.0023 hartree ahead of the next structure.

---

P) # C8H10NP

2 unconnected molecules or ions with the total composition C8H10NP (ωB97M-V/def2-TZVPD, OMol25).

Geometry as ORCA input:
```
! RIJCOSX wB97M-V def2-TZVPD def2/J DEFGRID3
* xyz 0 1
C -0.17 -0.55 -0.10
C 0.66 0.40 0.44
C -1.65 1.11 0.01
C -0.71 -2.88 -0.86
C 3.65 0.26 -0.35
C 0.09 -1.93 -0.36
C 2.87 0.25 0.68
C -2.94 1.81 0.00
N -1.50 -0.14 -0.21
P -0.06 2.03 0.63
H -0.57 -3.98 -0.78
H -1.68 -2.48 -1.07
H 4.68 0.20 -0.46
H 3.34 0.42 -1.36
H 1.21 -2.10 0.01
H 2.89 0.11 1.76
H -3.72 1.14 0.54
H -3.13 1.96 -1.10
H -2.93 2.81 0.53
H -0.33 1.56 2.04
*
```

Summary:
* LUMO level: 0.01291 Eh
* frontier orbital gap: 8.586 eV

---

Q) # C8H10NP

C8H10NP in the gas phase (ωB97M-V/def2-TZVPD, OMol25).

Geometry as ORCA input:
```
! RIJCOSX wB97M-V def2-TZVPD def2/J DEFGRID3
* xyz 0 1
C 0.04 -0.82 0.09
C -0.84 -1.71 -0.50
C -1.84 0.37 0.44
C 2.07 -1.89 1.00
C 2.13 1.10 -1.13
C 1.57 -0.90 0.26
C 2.44 0.08 -0.34
C -2.68 1.62 0.57
N -0.57 0.42 0.55
P -2.55 -1.32 -0.06
H 3.15 -1.78 0.96
H 1.42 -2.72 1.44
H 1.11 1.46 -1.26
H 2.72 1.77 -1.66
H 3.40 -0.19 -0.25
H -0.52 -2.65 -0.91
H -3.69 1.55 0.92
H -2.57 2.10 -0.40
H -2.03 2.12 1.30
H -3.27 -1.05 -1.20
*
```

Summary:
* LUMO level: 0.02263 Eh
* SMILES: C=CC(=C)c1c[pH]c(C)n1
* frontier orbital gap: 9.287 eV

---

Q) wins, 0.1172 hartree ahead of the next structure.

---

P) # C3H11NO

2 unconnected molecules or ions with the total composition C3H11NO (ωB97M-V/def2-TZVPD, OMol25).

Geometry as ORCA input:
```
! RIJCOSX wB97M-V def2-TZVPD def2/J DEFGRID3
* xyz 1 2
C -1.72 -0.25 -0.69
N -0.48 0.67 2.67
H -1.85 0.70 -1.22
H -1.95 -1.22 -1.14
H -2.39 -0.24 0.19
H -0.27 1.64 2.44
H 0.09 0.25 3.38
H -0.34 0.19 1.78
C 0.79 -0.72 -0.97
O -0.36 -0.23 -0.31
C 1.82 0.40 -1.02
H 0.52 -1.10 -1.97
H 1.18 -1.61 -0.46
H 2.66 0.06 -1.61
H 2.20 0.63 -0.02
H 1.43 1.35 -1.40
*
```

Summary:
* LUMO level (alpha / beta): -0.10759 / -0.34901 Eh
* frontier orbital gap (alpha / beta): 12.836 / 4.259 eV

---

Q) # C3H11NO

2 unconnected molecules or ions with the total composition C3H11NO (ωB97M-V/def2-TZVPD, OMol25).

Geometry as ORCA input:
```
! RIJCOSX wB97M-V def2-TZVPD def2/J DEFGRID3
* xyz 1 2
C -0.19 1.06 -2.32
C 0.10 0.63 -0.90
N -1.14 0.61 -0.11
C -1.20 -0.40 0.94
H 0.69 1.18 -2.94
H -0.60 2.06 -2.23
H -0.84 0.35 -2.83
H 0.63 1.42 -0.31
H 0.72 -0.25 -0.70
H -2.01 0.56 -0.64
H -2.16 -0.36 1.49
H -1.29 -1.44 0.63
H -0.49 -0.19 1.74
H 1.65 -0.83 1.84
H 1.71 -2.28 2.44
O 2.23 -1.57 2.02
*
```

Summary:
* LUMO level (alpha / beta): -0.12380 / -0.31258 Eh
* frontier orbital gap (alpha / beta): 11.528 / 6.389 eV

---

Q) wins, 0.0395 hartree ahead of the next structure.

---

P) # C3HNO2

C3HNO2 in the gas phase (ωB97M-V/def2-TZVPD, OMol25).

Geometry as ORCA input:
```
! RIJCOSX wB97M-V def2-TZVPD def2/J DEFGRID3
* xyz 0 1
O -1.28 -1.49 -0.07
C -1.11 -0.33 0.17
C 0.15 0.42 -0.24
O 0.01 1.44 -0.87
C 1.51 -0.07 0.08
N 2.61 -0.31 0.32
H -1.89 0.34 0.59
*
```

Summary:
* LUMO level: -0.05833 Eh
* SMILES: N#CC(=O)C=O
* frontier orbital gap: 9.518 eV

---

Q) # C3HNO2

C3HNO2 in the gas phase (ωB97M-V/def2-TZVPD, OMol25).

Geometry as ORCA input:
```
! RIJCOSX wB97M-V def2-TZVPD def2/J DEFGRID3
* xyz 0 1
O 0.31 1.82 -0.01
C -0.29 0.77 0.44
C 0.40 -0.51 0.18
O 1.44 -0.82 0.72
C -0.49 -1.48 -0.50
N -1.22 -2.21 -1.03
H -0.27 2.53 0.30
*
```

Summary:
* LUMO level: -0.04616 Eh
* frontier orbital gap: 8.766 eV

---

P) wins, 0.0724 hartree ahead of the next structure.

---

P) # CCl2N2O2

2 unconnected molecules or ions with the total composition CCl2N2O2 (ωB97M-V/def2-TZVPD, OMol25).

Geometry as ORCA input:
```
! RIJCOSX wB97M-V def2-TZVPD def2/J DEFGRID3
* xyz 0 1
C 1.35 1.18 0.74
N -0.44 0.04 -0.50
N -0.11 -1.12 -0.41
O 0.48 -2.09 -0.60
O -1.13 -0.69 0.61
Cl 0.64 1.47 2.24
Cl 1.20 2.67 -0.23
*
```

Summary:
* LUMO level: -0.04631 Eh
* frontier orbital gap: 8.473 eV

---

Q) # CCl2N2O2

A molecular structure, CCl2N2O2 (ωB97M-V/def2-TZVPD, OMol25).

Geometry as ORCA input:
```
! RIJCOSX wB97M-V def2-TZVPD def2/J DEFGRID3
* xyz 0 1
C -1.26 -0.25 0.72
N 1.01 0.35 0.49
N 1.24 0.10 -0.65
O 1.71 -1.01 0.12
O 1.19 0.26 -1.78
Cl -1.88 0.73 1.85
Cl -2.02 -0.18 -0.74
*
```

Summary:
* LUMO level: -0.03330 Eh
* frontier orbital gap: 8.016 eV

---

P) wins, 0.0076 hartree ahead of the next structure.

---

P) # C3H3F3

C3H3F3 in the gas phase (ωB97M-V/def2-TZVPD, OMol25).

Geometry as ORCA input:
```
! RIJCOSX wB97M-V def2-TZVPD def2/J DEFGRID3
* xyz 0 1
C -0.13 0.40 -0.53
C 0.69 -0.17 0.39
C 2.27 -0.12 0.11
F 2.89 0.83 0.84
F 2.78 -1.35 0.41
F 2.47 0.19 -1.19
H -1.22 0.57 -0.40
H 0.38 1.08 -1.22
H 0.50 -1.05 1.04
*
```

Summary:
* LUMO level: 0.03076 Eh
* SMILES: C=CC(F)(F)F
* frontier orbital gap: 11.681 eV

---

Q) # C3H3F3

2 unconnected molecules or ions with the total composition C3H3F3 (ωB97M-V/def2-TZVPD, OMol25).

Geometry as ORCA input:
```
! RIJCOSX wB97M-V def2-TZVPD def2/J DEFGRID3
* xyz 0 1
C -1.35 -0.07 -0.98
C -0.64 0.92 -0.54
C 1.27 -0.31 1.10
F 1.35 0.24 2.33
F 0.99 -1.63 1.02
F 2.38 -0.07 0.29
H -2.29 0.04 -1.63
H -1.01 -1.09 -0.78
H -0.70 1.97 -0.82
*
```

Summary:
* LUMO level (alpha / beta): -0.01297 / -0.01306 Eh
* frontier orbital gap (alpha / beta): 9.553 / 9.164 eV

---

P) wins, 0.1570 hartree ahead of the next structure.